1.
22
Properties=species:S:1:pos:R:3:nbo_charge:R:1 method="wB97M-V/def2-TZVPD" relative_energy_kj_mol=122.18 energy_ha=-420.75857 smiles=NC[C@H](N)CCO.O
H 3.1346 2.2878 1.8076 0.462
H -1.9488 0.7361 -1.2553 0.456
C 1.1068 -0.3731 -0.7707 -0.209
O 3.7072 3.0719 1.8063 -0.927
N 0.3460 -0.4493 1.5314 -0.858
H -0.9214 -1.7910 -1.0799 0.214
C -0.1029 -0.1908 0.1569 -0.070
N 0.7800 0.1195 -2.1121 -0.845
H -0.2233 0.1669 -2.2639 0.343
H -0.9881 -2.0887 0.5599 0.227
H 1.9649 0.1640 -0.3554 0.180
H 1.1065 -0.4786 -2.8676 0.363
H 3.3026 3.5905 2.5286 0.465
H -3.2956 -1.5513 -0.4923 0.187
O -2.7688 0.2614 -1.1602 -0.722
H -0.4613 0.8433 0.1655 0.180
H -0.3300 -0.8254 2.1979 0.367
C -2.5976 -0.7727 -0.1857 -0.061
H -2.9043 -0.3372 0.7773 0.159
H 0.8166 0.3002 2.0072 0.355
H 1.4371 -1.4113 -0.8490 0.183
C -1.1603 -1.2722 -0.1466 -0.450

2.
104
Properties=species:S:1:pos:R:3:lowdin_charge:R:1 method="wB97M-V/def2-TZVPD" relative_energy_kj_mol=72.39 energy_ha=-4307.04182 charge=+2
C -5.3996 0.2109 0.1125 -0.054
H 5.6929 -1.1158 5.1629 0.123
O -1.2873 0.9148 0.0760 -0.181
H -3.9241 3.9408 0.7487 0.130
C 1.5871 4.7009 1.1792 0.011
H -1.4880 -5.2928 -1.9597 0.123
O 0.4089 -0.5465 1.9510 -0.094
C -3.3482 5.1775 -0.9025 -0.047
H 2.5446 -1.1072 -3.1762 0.119
C 1.5157 2.9239 -4.5530 -0.062
C 2.7521 -0.0719 3.8299 0.006
H -0.3620 4.9033 2.0675 0.134
O 3.5598 -3.5835 0.7324 -0.238
C 0.7003 1.9038 -4.0915 -0.063
C 2.1338 2.4618 0.5260 -0.196
C -2.1265 -4.4823 -2.2919 -0.064
O -0.6724 -1.4859 -0.4082 -0.556
C 5.7375 -1.7203 -1.1057 -0.057
H 4.0790 2.0200 -0.1985 0.133
H -3.2669 1.3349 3.1275 0.115
C -3.8700 -3.6393 -3.7129 -0.041
H -0.2629 -4.8709 1.6207 0.104
C 0.3629 4.2373 1.6212 0.025
C -5.0514 0.3572 2.4859 -0.062
C 4.8779 -0.6881 -0.7568 -0.024
C -5.8231 -0.0534 1.4112 -0.066
C -3.6474 -3.1608 2.4099 -0.043
H 3.3640 3.9773 -4.2689 0.117
C 1.3855 -1.4665 2.1314 -0.406
C 1.0717 1.1609 -2.9771 -0.052
C 5.4374 -2.5451 -2.1766 -0.053
C 3.9166 -0.0684 4.5902 -0.034
O 2.2845 -4.6228 2.5941 -0.245
C 4.7974 -1.1452 4.5572 -0.025
H -4.1214 5.9100 -0.7138 0.116
C 0.0479 2.9003 1.4677 -0.219
H -4.5907 -2.6864 2.6387 0.107
H 4.0406 2.6522 -2.3214 0.126
C 3.7199 -0.4666 -1.4933 -0.146
H 3.4174 0.8086 0.8836 0.129
H 3.4588 4.1164 0.3038 0.131
C -3.0711 -4.6918 -3.2831 -0.042
C 2.2623 1.4377 -2.3159 -0.159
C 3.1697 1.4794 0.0564 -0.047
S -0.8125 -3.0541 -0.4440 1.209
C -1.9290 -4.7661 2.9744 -0.036
C 4.2813 -2.3271 -2.9143 -0.045
H 6.1041 -3.3545 -2.4406 0.117
S 2.7457 -3.4690 1.8948 0.687
H -3.8976 1.1296 -1.1115 0.129
H -3.1743 -5.6717 -3.7278 0.121
C -3.7352 -2.3761 -3.1519 -0.046
C -2.9594 -2.8022 1.2668 -0.043
N 0.9118 2.0252 0.9054 0.124
H -0.8231 4.5016 -3.0543 0.104
H -4.5957 -3.8038 -4.4977 0.120
C 3.0867 2.4530 -2.7943 -0.006
H 6.6421 -1.8799 -0.5348 0.116
C 3.4305 -1.2879 -2.5804 -0.006
C 4.5463 -2.2630 3.7633 0.001
C -3.4265 1.2917 0.9773 -0.164
H -3.6872 -4.4212 4.1434 0.120
C -2.1059 1.9761 0.6682 -0.344
H 1.2307 3.4970 -5.4250 0.116
C -2.2433 3.1207 -0.3141 -0.173
C 3.3915 -2.2495 3.0159 -0.195
C -4.2118 0.8881 -0.1021 -0.027
V 0.1249 0.0133 0.2875 1.165
N 1.3784 -2.5542 1.4782 0.040
C -1.5001 4.3898 -2.2171 -0.048
H -1.1910 1.5426 2.5720 0.128
C -1.3751 3.2853 -1.3841 -0.017
H -6.7626 -0.5633 1.5804 0.116
C 2.7132 3.1945 -3.9032 -0.042
H 5.1427 -0.0572 0.0817 0.111
H -0.5990 2.5595 -1.5873 0.087
H 5.2298 -3.1007 3.7399 0.136
H -1.5365 -5.5256 3.6359 0.123
H 2.0564 0.7570 3.8621 0.123
H -3.3569 -2.0512 0.5926 0.107
H -0.2256 1.6736 -4.6025 0.118
H -6.0077 -0.0936 -0.7294 0.115
H 0.4328 0.3461 -2.6542 0.112
C 2.7275 0.6221 -1.1250 -0.336
C 2.4807 3.7984 0.6360 0.023
H -2.6925 -1.1738 -1.6976 0.096
H -4.3563 -1.5605 -3.4974 0.116
C -2.4824 5.3375 -1.9772 -0.057
H -2.5807 6.1960 -2.6275 0.114
C -1.2980 2.3946 1.8962 -0.038
C 2.5061 -1.1817 3.0414 -0.147
C -1.2166 -4.4078 1.8401 -0.070
C -2.0188 -3.2153 -1.7353 -0.379
C -3.1350 -4.1423 3.2557 -0.033
H 4.0494 -2.9609 -3.7596 0.115
H 1.8451 5.7479 1.2660 0.131
H -5.3847 0.1707 3.4982 0.116
C -3.2328 4.0713 -0.0759 -0.013
O 1.5738 -0.0805 -0.5613 -0.166
H -1.8305 3.1825 2.4273 0.147
C -1.7482 -3.4367 1.0010 -0.379
C -3.8482 1.0209 2.2710 -0.012
H 4.1396 0.7785 5.2246 0.119
C -2.8038 -2.1516 -2.1488 -0.069

3.
45
Properties=species:S:1:pos:R:3:nbo_charge:R:1 method="wB97M-V/def2-TZVPD" energy_ha=-1160.37795 smiles="NC1=N[C@](c2ccncc2)(c2cccc(-c3cncnc3)c2)c2ccccc21"
H 5.0872 0.0496 1.5119 0.194
H 3.3384 0.0842 3.1044 0.211
C -3.0063 -1.7395 1.4897 -0.266
C 0.2492 -0.7013 2.2860 -0.206
H 2.6149 2.6186 -0.7823 0.193
C 2.5034 0.0318 2.4070 -0.201
C -1.2271 0.1438 -1.2167 0.006
N 4.6416 2.7667 -1.0633 -0.448
C -3.4483 -3.0462 1.8433 0.041
N 6.0354 1.4271 0.2902 -0.431
H -0.5698 -1.1760 2.7519 0.220
N -3.8109 2.2232 -0.0390 -0.806
C 1.4063 -0.5052 3.0478 -0.192
N -3.0199 -4.2195 1.2916 -0.405
N -2.1910 0.7902 0.7010 -0.482
C -1.7428 0.9752 -3.8263 -0.209
H 0.0910 -1.3409 -2.0031 0.221
C 3.5902 2.2264 -0.5670 0.099
C -2.6594 1.4901 -0.2061 0.384
H -3.2423 2.4133 -2.9450 0.219
C 4.9896 0.9166 0.8526 0.064
C -1.9379 -4.0590 0.5781 0.043
H -3.9452 2.4368 0.9689 0.407
C -1.2191 -0.2906 0.2214 -0.007
H -4.1311 2.8179 -0.7556 0.388
C -0.7758 0.0170 -3.5486 -0.200
C -2.1087 1.2447 -1.4942 -0.057
H -3.5123 -0.9516 1.9739 0.245
C -2.4582 1.6312 -2.7795 -0.208
H -1.5850 -4.9082 0.2534 0.175
C -1.8874 -1.6681 0.6308 0.060
H -1.8793 1.3500 -4.8365 0.220
C 0.1145 -0.1603 0.9964 0.074
H 6.6948 2.6847 -1.2821 0.184
H -0.5125 -2.9800 -0.5442 0.220
H 1.5633 -0.7659 4.0602 0.218
C 1.2165 0.4488 0.4152 -0.212
H -0.2419 -0.4578 -4.3422 0.216
C -1.3887 -2.8826 0.1160 -0.267
H 1.1508 0.7860 -0.6061 0.216
C -0.5308 -0.4747 -2.2413 -0.197
C 5.7994 2.2334 -0.7785 0.250
H -4.2508 -3.1553 2.5967 0.192
C 2.5001 0.5419 1.0681 -0.052
C 3.6958 1.1335 0.4010 -0.114

4.
60
Properties=species:S:1:pos:R:3:lowdin_spin:R:1 method="wB97M-V/def2-TZVPD" s_squared=0.7546 relative_energy_kj_mol=6.03 energy_ha=-3144.53793 multiplicity=2
H 3.5152 -1.4733 0.0655 0.000
H -2.1085 0.2213 -2.2525 0.001
H -0.8885 -3.4621 -3.8746 0.025
H -2.1837 -1.1843 -7.0679 0.003
C -1.5206 1.1438 -4.2770 0.000
H 0.9243 0.1087 -2.5812 0.001
C -0.1126 -0.3226 -2.6858 0.022
C -0.0615 -1.4601 -3.7849 0.108
H 1.3628 2.1857 -1.6929 0.000
H -0.5239 1.4795 -0.2842 0.000
H -0.1999 4.2987 -3.7086 0.000
C 1.1856 1.1655 -5.3497 0.002
C 0.4377 0.2115 -6.2883 0.021
C 2.4235 -1.3393 -0.0265 0.000
P -0.3353 -1.2097 -5.4684 0.068
C 2.2174 3.1322 0.9643 0.000
C -1.2732 0.7060 -2.7748 0.004
C -2.0265 -0.0486 -4.9448 -0.003
H -3.0756 -2.9386 -3.2992 0.000
H 0.7154 -3.4789 -5.3260 0.001
H 2.0701 0.6191 -5.0172 0.000
Cu 2.0712 0.5206 -0.2558 0.000
H -0.5851 3.5527 -5.3047 0.000
C -2.4284 -2.0563 -3.2645 0.087
H -2.3811 0.1885 -5.9551 0.000
C -1.6389 -1.9903 -6.5636 0.030
H -3.7101 -1.4387 -4.9033 0.001
H 1.9582 3.4863 -2.6893 0.001
C 1.4199 2.1819 0.3671 0.000
H 0.7007 -2.9372 -6.9819 0.000
H 1.8442 -1.5450 0.8885 0.000
H -0.3310 4.4940 2.8002 0.000
H 1.9902 -1.8905 -0.8741 0.000
H 1.1597 -0.2223 -7.0109 0.001
H -2.3161 -2.6000 -5.9449 0.004
H 2.1365 4.7092 2.4549 0.000
H -2.0653 2.0867 -4.3723 -0.001
C 1.5656 3.9655 1.8903 0.000
H 3.2768 3.2280 0.7524 0.000
C 0.1551 3.6218 -4.4994 0.000
H 2.7227 1.8412 -2.8206 0.000
C -0.6109 2.9967 1.2622 0.000
C 0.0458 2.1306 0.3734 0.000
H 0.9395 -1.9191 -3.6469 0.011
C -3.0412 -0.9645 -4.1613 0.031
H 1.9216 -2.3136 -5.8835 0.000
C -1.1101 -2.4178 -3.6969 0.526
H -0.3821 0.6640 -6.8777 0.002
H -2.3266 -1.7157 -2.2286 0.030
H -3.6906 -0.3390 -3.5324 0.002
P 0.5215 1.9763 -3.8632 0.012
H -0.1805 -0.8778 -1.7335 0.001
H -1.0384 1.5758 -2.1370 0.001
H -1.7036 3.0009 1.3054 0.000
C 0.1714 3.8572 2.0636 0.000
H 1.4900 2.0014 -5.9919 0.000
C 1.7807 2.3954 -2.6941 0.004
C 0.8592 -2.5909 -5.9540 0.002
H -1.1770 -2.5947 -7.3495 0.001
H 1.1124 3.9871 -4.9077 0.000

5.
17
Properties=species:S:1:pos:R:3:nbo_charge:R:1 method="wB97M-V/def2-TZVPD" relative_energy_kj_mol=189.00 energy_ha=-305.38075 charge=+1
H 1.8681 -0.1657 1.5759 0.504
H 1.3592 1.9986 -1.1152 0.232
H -0.5354 -1.3819 0.7257 0.160
H 1.9960 -2.7277 1.3516 0.373
H 1.2962 -2.6693 -0.1188 0.371
H 0.0714 0.5953 -0.0244 0.475
H -0.1523 2.8399 -1.8996 0.222
C 0.2927 2.0674 -1.2762 0.121
N 1.1110 -2.6204 0.8753 -0.810
O 1.0951 -0.1671 1.0019 -0.806
H 0.2034 -1.5073 2.3303 0.189
H -2.3759 1.9953 -0.9937 0.242
C 0.4101 -1.4664 1.2604 0.075
H -1.9993 0.5180 -1.9007 0.247
N -0.4491 1.2157 -0.6935 -0.395
H -2.3136 0.4428 -0.1482 0.243
C -1.8777 1.0329 -0.9507 -0.444

6.
16
Properties=species:S:1:pos:R:3:nbo_charge:R:1 method="wB97M-V/def2-TZVPD" relative_energy_kj_mol=583.40 energy_ha=-300.34233 charge=+2
H -0.0144 0.2908 -1.6910 0.268
H 2.7714 0.4134 0.5017 0.227
H 2.5918 0.8562 2.2536 0.230
C -0.1234 -0.2965 -0.7752 -0.135
N -0.5106 0.5907 0.2412 -0.288
N -2.2022 -1.4443 -1.5958 -0.359
H -1.4241 1.0047 0.1116 0.428
H -2.0796 -0.8633 -2.3135 0.404
N -1.1228 -1.4139 -0.8018 -0.206
H -3.0918 -1.7573 -1.1816 0.455
H -0.3704 1.1057 2.0704 0.414
H 2.3549 2.1404 1.0759 0.242
N 0.1908 0.6790 1.3105 -0.272
C 2.3125 1.0579 1.2589 -0.130
H 0.9186 -0.8078 -0.7019 0.288
H -1.1327 -2.1286 -0.1323 0.433